# 1
The following is a quantum chemistry calculation of C30H32BF5N2O2SbSiZr as an isolated structure, from OMol25.

The geometry in ORCA input format:
```
! wB97M-V def2-TZVPD RIJCOSX def2/J DEFGRID3
* xyz 1 1
Zr 0.074 -0.171 0.399
N 2.369 0.618 0.813
C 2.837 1.975 0.402
C 1.713 3.030 0.540
C 0.476 2.246 0.266
O 0.386 1.603 -0.837
O -0.303 1.902 1.206
H 2.540 0.471 1.807
H 2.932 -0.085 0.340
H 3.134 1.908 -0.642
H 3.706 2.274 0.986
H 1.855 3.821 -0.196
H 1.665 3.460 1.537
C -4.251 -0.257 -2.593
Si -2.740 0.589 -1.915
C -1.492 0.740 -3.289
C -3.110 2.224 -1.096
N -1.956 -0.528 -0.692
C -2.698 -1.085 0.398
C -2.115 -2.124 1.137
C -2.746 -2.633 2.268
C -3.964 -2.117 2.673
C -4.550 -1.091 1.935
C -3.926 -0.568 0.815
H -4.607 0.309 -3.458
H -5.081 -0.349 -1.895
H -3.990 -1.259 -2.944
H -1.945 1.379 -4.053
H -1.285 -0.216 -3.773
H -0.551 1.200 -2.992
H -2.983 3.026 -1.827
H -2.435 2.421 -0.263
H -4.133 2.282 -0.723
H -1.205 -2.605 0.777
H -2.280 -3.444 2.814
H -4.464 -2.517 3.545
H -5.508 -0.690 2.241
H -4.396 0.240 0.276
F -0.182 -5.587 6.448
C -0.192 -4.408 5.816
C -0.929 -3.371 6.356
C -0.936 -2.151 5.696
C -0.217 -1.976 4.517
C 0.509 -3.048 3.995
C 0.532 -4.274 4.646
Sb -0.239 -0.167 3.445
C -1.649 1.000 4.466
C -1.380 1.464 5.755
C -2.311 2.226 6.443
C -3.509 2.518 5.816
F -4.414 3.254 6.472
C -3.804 2.086 4.538
C -2.861 1.324 3.865
C 1.550 0.746 4.111
C 2.687 -0.014 4.381
C 3.898 0.596 4.686
C 3.949 1.975 4.719
F 5.111 2.573 5.011
C 2.840 2.764 4.466
C 1.642 2.138 4.156
H -1.482 -3.527 7.272
H -1.522 -1.339 6.113
H 1.057 -2.944 3.065
H 1.088 -5.117 4.261
H -0.435 1.239 6.237
H -2.122 2.594 7.442
H -4.752 2.352 4.090
H -3.083 0.989 2.860
H 2.640 -1.099 4.371
H 4.786 0.020 4.908
H 2.925 3.841 4.524
H 0.767 2.748 3.959
F -1.228 -2.255 -2.213
B -0.834 -1.328 -1.359
F 1.099 -1.734 0.929
*
```

* HOMO-LUMO gap: 0.287 hartree
* energy above the lowest of the compared OMol25 structures with the same formula, charge and spin: 1.3 kcal/mol
* maximum force: 0.86 eV/Å
* calculated total energy: -2523.38630 hartree

Formally, the Löwdin partial charges of the atoms, in units of the elementary charge, are as follows: Zr 1.63; N -0.03; C -0.16; C -0.06; C -0.65; O -0.12; O -0.15; H 0.07; H 0.11; H 0.13; H 0.12; H 0.14; H 0.11; C -0.14; Si 0.51; C -0.15; C -0.14; N -0.16; C -0.30; C -0.10; C -0.07; C -0.06; C -0.06; C -0.04; H 0.05; H 0.03; H 0.05; H 0.06; H 0.05; H 0.03; H 0.05; H 0.02; H 0.04; H 0.10; H 0.11; H 0.11; H 0.12; H 0.09; F 0.08; C -0.27; C 0.01; C -0.10; C -0.39; C -0.14; C 0.01; Sb 1.58; C -0.38; C -0.12; C 0.01; C -0.27; F 0.08; C 0.01; C -0.11; C -0.39; C -0.11; C 0.01; C -0.28; F 0.08; C 0.00; C -0.13; H 0.13; H 0.10; H 0.09; H 0.13; H 0.11; H 0.13; H 0.13; H 0.08; H 0.10; H 0.13; H 0.13; H 0.11; F 0.18; B -0.53; F -0.51

---

# 2
The following is a quantum chemistry calculation of a 5-piece molecular cluster, C31H61O11P overall, from OMol25.

The geometry in ORCA input format:
```
! wB97M-V def2-TZVPD RIJCOSX def2/J DEFGRID3
* xyz 0 1
C 3.044 -2.883 -1.483
C 3.604 -1.413 -1.787
C 2.391 -0.436 -2.204
C 2.921 1.032 -1.988
C 1.812 2.171 -2.019
C 0.342 1.630 -2.270
C -0.747 2.763 -2.075
C -2.187 2.257 -2.520
C -2.760 1.251 -1.478
O -2.164 -0.061 -1.412
O -2.723 1.621 -0.087
C -3.442 0.550 0.492
O -3.238 -0.047 1.480
O -4.538 0.340 -0.376
C -4.331 0.968 -1.681
C -4.524 0.092 -2.970
C -5.401 -1.178 -2.773
C -5.120 -2.245 -1.806
C -5.969 -3.406 -1.603
C -7.182 -3.499 -2.432
C -8.141 -4.714 -2.206
C -7.472 -2.485 -3.428
C -6.603 -1.325 -3.615
P -5.495 2.436 -1.542
O -5.383 3.409 -2.651
O -7.029 1.766 -1.525
O -5.274 3.089 -0.029
H 2.082 -3.106 -2.028
H 3.797 -3.627 -1.853
H 2.812 -3.031 -0.394
H 3.961 -1.025 -0.793
H 4.391 -1.389 -2.577
H 2.044 -0.648 -3.268
H 1.544 -0.732 -1.527
H 3.522 1.068 -1.046
H 3.627 1.249 -2.840
H 1.818 2.722 -1.032
H 2.091 2.928 -2.801
H 0.230 1.180 -3.289
H 0.161 0.895 -1.437
H -0.838 3.029 -0.984
H -0.511 3.658 -2.703
H -2.852 3.160 -2.520
H -2.209 1.851 -3.569
H -1.639 -0.205 -2.223
H -3.565 -0.187 -3.477
H -5.075 0.743 -3.711
H -4.201 -2.104 -1.181
H -5.694 -4.150 -0.825
H -7.616 -5.655 -2.493
H -8.433 -4.692 -1.117
H -9.081 -4.525 -2.779
H -8.370 -2.544 -4.095
H -6.783 -0.524 -4.366
H -7.119 1.175 -0.748
H -5.890 2.634 0.578
C 4.887 -3.025 -5.367
C 3.389 -3.188 -5.165
C 2.785 -4.079 -6.239
O 2.768 -1.913 -5.188
H 5.101 -2.554 -6.331
H 5.310 -2.376 -4.596
H 5.398 -3.990 -5.329
H 3.194 -3.617 -4.180
H 2.930 -3.644 -7.233
H 1.707 -4.181 -6.092
H 3.235 -5.074 -6.226
H 2.931 -1.514 -6.051
C 5.855 0.777 2.524
C 6.241 -0.391 1.631
C 7.684 -0.814 1.864
O 6.067 -0.020 0.264
H 6.480 1.651 2.315
H 4.821 1.074 2.337
H 5.958 0.519 3.579
H 5.576 -1.235 1.824
H 8.371 0.005 1.632
H 7.949 -1.646 1.208
H 7.843 -1.121 2.900
H 6.650 0.727 0.081
C 2.051 2.605 4.825
C 1.879 1.733 3.592
C 0.413 1.417 3.338
O 2.605 0.516 3.765
H 1.675 2.095 5.717
H 3.109 2.816 5.003
H 1.520 3.553 4.716
H 2.302 2.240 2.721
H -0.018 0.869 4.181
H 0.304 0.782 2.457
H -0.167 2.330 3.184
H 2.240 0.059 4.532
C -0.396 1.668 9.802
C -0.120 2.432 8.516
C -1.180 3.493 8.266
O -0.089 1.521 7.418
H -1.358 1.151 9.749
H 0.367 0.903 9.964
H -0.407 2.337 10.665
H 0.864 2.902 8.573
H -2.170 3.037 8.161
H -0.976 4.027 7.335
H -1.216 4.217 9.083
H -0.955 1.099 7.358
*
```

* HOMO-LUMO gap: 0.335 hartree
* structure (SMILES): CCCCCCCC[C@@]1(O)OC(=O)O[C@@]1(Cc1ccc(C)cc1)P(=O)(O)O.CC(C)O.CC(C)O.CC(C)O.CC(C)O
* maximum force: 3.27 eV/Å
* calculated total energy: -2386.79950 hartree

Löwdin atomic charge list, values in e, 99 entries: C -0.13; C -0.22; C -0.22; C -0.20; C -0.19; C -0.22; C -0.17; C -0.08; C -0.42; O 0.03; O 0.08; C -0.47; O 0.22; O -0.01; C -0.31; C -0.08; C -0.18; C -0.03; C -0.03; C -0.26; C -0.07; C -0.05; C -0.02; P 0.61; O -0.27; O -0.13; O -0.12; H 0.07; H 0.06; H 0.07; H 0.08; H 0.09; H 0.10; H 0.10; H 0.10; H 0.11; H 0.11; H 0.10; H 0.12; H 0.10; H 0.12; H 0.12; H 0.12; H 0.14; H 0.12; H 0.13; H 0.12; H 0.11; H 0.11; H 0.08; H 0.08; H 0.07; H 0.11; H 0.11; H 0.08; H 0.09; C -0.06; C -0.50; C -0.06; O -0.06; H 0.08; H 0.07; H 0.08; H 0.12; H 0.08; H 0.08; H 0.08; H 0.09; C -0.06; C -0.49; C -0.07; O -0.07; H 0.08; H 0.06; H 0.08; H 0.14; H 0.08; H 0.08; H 0.08; H 0.09; C -0.06; C -0.50; C -0.06; O -0.07; H 0.06; H 0.08; H 0.08; H 0.13; H 0.08; H 0.08; H 0.08; H 0.09; C -0.07; C -0.50; C -0.06; O -0.07; H 0.08; H 0.08; H 0.08